Entry w
ORCA calculation (ωB97M-V with the def2-TZVPD basis set) on one molecule with the formula C16H18N2O3S2.

The geometry in ORCA input format:
```
! RIJCOSX wB97M-V def2-TZVPD def2/J DEFGRID3
* xyz 0 1
C 3.7429 -1.7033 -0.3253
H 4.2801 -2.4472 -0.9081
C 2.3177 -2.1697 -0.0536
H 2.3440 -3.1200 0.4815
C 1.5381 -1.1574 0.7888
N 1.4212 0.0926 0.0680
C 1.7925 1.2776 0.5726
O 2.2848 1.4347 1.6713
C 1.5533 2.4524 -0.3694
H 2.1547 2.3335 -1.2711
H 1.8235 3.3870 0.1192
S -0.1716 2.5410 -0.9794
C -1.0220 2.8437 0.4956
C -2.4073 2.9470 0.4775
N -3.1843 2.8046 -0.6545
O -4.3948 2.8996 -0.5628
O -2.5726 2.5774 -1.6990
S -3.0955 3.2529 2.0365
C -1.5193 3.2401 2.7099
C -0.5244 3.0188 1.8076
H 0.5124 2.9657 2.0822
H -1.3992 3.3995 3.7638
H 0.9605 0.0540 -0.8302
H 2.1012 -0.9272 1.6997
C 0.1402 -1.6786 1.1898
C -0.7553 -1.8564 -0.0032
C -0.8170 -3.0647 -0.6861
C -1.6002 -3.1925 -1.8201
C -2.3259 -2.1119 -2.2924
C -2.2835 -0.9064 -1.6130
C -1.5097 -0.7875 -0.4726
H -1.4934 0.1467 0.0699
H -2.8432 -0.0575 -1.9748
H -2.9285 -2.2105 -3.1825
H -1.6410 -4.1393 -2.3389
H -0.2534 -3.9127 -0.3240
H 0.2660 -2.6258 1.7157
H -0.3051 -0.9588 1.8802
H 1.7940 -2.3288 -0.9989
H 3.7441 -0.7674 -0.8792
H 4.2761 -1.5450 0.6092
*
```

- LUMO energy (eV) = -0.8302

Entry x
ORCA calculation (ωB97M-V with the def2-TZVPD basis set) on one molecule with the formula C16H18N2O3S2.

The geometry in ORCA input format:
```
! RIJCOSX wB97M-V def2-TZVPD def2/J DEFGRID3
* xyz 0 1
O 1.3152 0.2267 3.0979
C 0.1687 0.5157 3.3299
C -0.2987 1.0852 4.6748
C 0.6211 0.6771 5.7739
C 1.8920 1.0970 6.0088
C 2.4892 0.4521 7.1159
C 1.6655 -0.4501 7.7029
S 0.1408 -0.5376 6.9140
N -0.8591 0.4106 2.4328
C -0.8248 -0.0375 1.1116
C 0.3350 -0.5269 0.5098
C 0.2946 -0.9580 -0.8028
C -0.8890 -0.9018 -1.5134
S -0.8992 -1.4584 -3.2117
O -2.2192 -1.2575 -3.7493
O -0.3373 -2.7747 -3.2853
N 0.2323 -0.3865 -3.8582
C 0.9353 -0.8661 -5.0388
C 0.2796 -0.1920 -6.2627
C -0.8074 0.7128 -5.6680
C -0.3591 0.8882 -4.2152
C -2.0452 -0.4213 -0.9294
C -2.0150 0.0101 0.3824
H -0.2983 2.1757 4.5749
H -1.3145 0.7540 4.8953
H 2.3882 1.8371 5.4082
H 3.4886 0.6549 7.4565
H 1.8513 -1.0756 8.5531
H -1.7740 0.7051 2.7470
H 1.2512 -0.5658 1.0745
H 1.1741 -1.3468 -1.2891
H 1.9877 -0.5819 -4.9468
H 0.8666 -1.9529 -5.0548
H -0.1436 -0.9277 -6.9431
H 1.0178 0.3957 -6.8084
H -1.7700 0.2026 -5.6729
H -0.9002 1.6615 -6.1928
H 0.4088 1.6626 -4.1235
H -1.1805 1.1083 -3.5349
H -2.9528 -0.3982 -1.5118
H -2.9157 0.3844 0.8484
*
```

- SMILES = O=C(Cc1cccs1)Nc1ccc(S(=O)(=O)N2CCCC2)cc1
- LUMO energy (eV) = 0.3532

entry x wins, 189.1 kJ/mol ahead of the next structure.

Entry w
ORCA calculation (ωB97M-V with the def2-TZVPD basis set) on a 2-piece molecular cluster, C4H11NO3S overall.

The geometry in ORCA input format:
```
! RIJCOSX wB97M-V def2-TZVPD def2/J DEFGRID3
* xyz 0 1
C 2.2597 0.7779 -0.1284
C -0.6326 -0.9045 -1.7964
C 0.9800 0.6354 -0.9365
C -0.4393 -1.1538 1.0391
N 0.5264 -0.7117 -0.9799
O -2.0629 -0.0097 2.6905
O -0.1396 1.3115 1.8554
O -2.0467 0.8130 0.3861
S -1.1346 0.3897 1.4127
H 2.6781 1.7699 -0.2738
H 2.0490 0.6446 0.9280
H 2.9844 0.0333 -0.4501
H -0.9146 -1.9560 -1.7702
H -1.4796 -0.2769 -1.4985
H -0.3832 -0.6413 -2.8296
H 1.1882 0.9068 -1.9849
H 0.2139 1.3419 -0.5845
H -1.1302 -1.9106 0.7355
H 0.4211 -1.4207 1.6149
H -2.9374 0.3614 2.5707
*
```

- LUMO energy (alpha / beta) (eV) = -0.7858 / -0.4787

Entry x
ORCA calculation (ωB97M-V with the def2-TZVPD basis set) on a 2-piece molecular cluster, C4H11NO3S overall.

The geometry in ORCA input format:
```
! RIJCOSX wB97M-V def2-TZVPD def2/J DEFGRID3
* xyz 0 1
C -0.0300 -1.3155 1.4163
C 0.6397 -1.3856 -1.5647
C 1.2323 1.8581 -0.3209
C 0.0838 -0.2967 0.2840
N 0.9351 0.7463 0.5268
O -2.2818 0.8676 1.1100
O -1.9358 0.8985 -1.2610
O -2.4156 -1.2257 -0.2259
S -1.6784 -0.0204 -0.1826
H -0.4468 -0.8216 2.3732
H -0.6299 -2.2310 1.0121
H 0.9358 -1.6450 1.6685
H 1.6644 -1.1503 -1.6271
H -0.1046 -1.0134 -2.2280
H 0.6125 -2.3801 -1.1216
H 2.1800 1.8189 -1.0209
H 0.3344 2.3004 -0.8583
H 1.4503 2.7200 0.2839
H 1.8919 0.4481 0.8563
H -2.4373 1.8274 0.8800
*
```

- LUMO energy (eV) = 0.6326

entry w wins, 19.3 kJ/mol ahead of the next structure.

Entry w
ORCA calculation (ωB97M-V with the def2-TZVPD basis set) on a 2-piece molecular cluster, C7H13NO2S overall.

The geometry in ORCA input format:
```
! RIJCOSX wB97M-V def2-TZVPD def2/J DEFGRID3
* xyz 0 1
C 2.0784 1.1180 -1.9587
C -1.4370 0.9035 1.7333
C -0.0132 0.7882 2.2980
C -1.2574 0.6903 0.2060
C 0.7055 -0.1611 1.3398
C -0.7021 -1.1827 -2.0402
C 0.4284 -0.7530 -1.1241
N -0.2881 -0.4792 0.2142
O 1.2150 1.4816 -2.6312
O 2.9877 0.9425 -1.2672
S 1.5577 -2.1934 -0.8383
H -2.1984 0.1868 2.0699
H -1.9784 1.9039 1.8725
H 0.4699 1.6702 2.4711
H 0.0879 0.3881 3.2648
H -2.0678 0.3064 -0.3003
H -0.8243 1.6353 -0.1671
H 1.4444 0.4071 0.6881
H 1.0976 -1.0828 1.9548
H -1.2599 -2.1031 -1.7830
H -0.3199 -1.1409 -2.9515
H -1.3599 -0.4229 -2.0014
H -0.9923 -1.1320 0.5240
H 2.6263 -1.7706 -1.5732
*
```

- LUMO energy (eV) = 0.5095

Entry x
ORCA calculation (ωB97M-V with the def2-TZVPD basis set) on one molecule with the formula C7H13NO2S.

The geometry in ORCA input format:
```
! RIJCOSX wB97M-V def2-TZVPD def2/J DEFGRID3
* xyz 0 1
C 1.8494 -1.8242 -1.6525
C 1.5687 -1.7787 -0.3796
C 1.6906 -0.5521 0.4735
C 0.3889 0.1677 0.7990
C 0.5488 1.5054 1.6411
C -0.4716 0.5364 -0.3662
C -0.0579 0.9058 -1.5148
S -2.3673 0.8621 0.4086
N -3.0907 -0.4809 -0.1790
O -2.2332 0.8116 1.8459
O -3.0154 2.0370 -0.0388
H 1.6024 -2.6724 -2.3028
H 2.4318 -0.9719 -2.1088
H 1.1374 -2.6887 0.1156
H 2.3558 0.2824 -0.0795
H 2.2171 -0.9681 1.3888
H -0.1789 -0.4598 1.5659
H 1.0424 1.1829 2.5696
H 1.2053 2.0815 0.9675
H -0.3850 2.0244 1.6794
H -0.6575 1.1956 -2.4323
H 0.9020 0.4634 -1.7712
H -3.4402 -1.0573 0.5046
H -3.0429 -0.6020 -1.1340
*
```

- SMILES = C=CC[C@@H](C)C(=C)S(N)(=O)=O
- LUMO energy (eV) = 0.5283

entry w wins, 51.9 kJ/mol ahead of the next structure.

Entry w
ORCA calculation (ωB97M-V with the def2-TZVPD basis set) on an isolated ion of composition C2H5N4 and charge +1.

The geometry in ORCA input format:
```
! RIJCOSX wB97M-V def2-TZVPD def2/J DEFGRID3
* xyz 1 1
H 1.1516 -0.4334 1.7996
N 1.1422 0.1565 0.9922
C 0.3358 0.1460 0.0299
C 0.9137 0.9017 -1.0545
N 1.5973 1.7194 -1.4937
N -0.8474 -0.3727 -0.1583
N -1.4045 -1.4521 0.6630
H 2.3912 2.1492 -1.9562
H -1.5367 -0.1382 -0.9035
H -2.3487 -1.5488 0.4401
H -1.3945 -1.1274 1.6416
*
```

- SMILES = [H]/N=C(/C#[NH+])NN
- LUMO energy (eV) = -5.5087

Entry x
ORCA calculation (ωB97M-V with the def2-TZVPD basis set) on C2H5N4 as an isolated structure.

The geometry in ORCA input format:
```
! RIJCOSX wB97M-V def2-TZVPD def2/J DEFGRID3
* xyz 1 1
C -0.5023 0.1105 -0.4593
C 0.1115 -0.2378 0.7668
N 0.1786 -0.8973 -1.0565
N 0.4438 -1.9328 -0.4122
N -1.0118 1.2460 -0.9734
N 1.1310 0.2541 1.3357
H -0.3426 -2.4409 0.1302
H -1.6753 1.9015 -0.6392
H -1.4846 1.0123 -1.7943
H 1.5998 1.1492 0.9635
H 1.5519 -0.1647 2.1385
*
```

- LUMO energy (eV) = -5.3774

Entry y
ORCA calculation (ωB97M-V with the def2-TZVPD basis set) on C2H5N4 as an isolated structure.

The geometry in ORCA input format:
```
! RIJCOSX wB97M-V def2-TZVPD def2/J DEFGRID3
* xyz 1 1
C -1.2743 1.4943 -0.7752
C -0.4034 0.6391 -0.1360
N -2.0898 2.2215 -1.0839
N 0.5303 0.7515 0.6590
N -0.5780 -1.2207 -0.7447
N 1.4908 0.2230 1.3150
H -0.5084 -1.2590 -1.7364
H 0.2364 -1.4860 -0.2104
H 1.8707 0.6598 2.1241
H -1.4004 -1.5925 -0.2981
H 2.1261 -0.4310 0.8867
*
```

- LUMO energy (eV) = -4.9529

entry w wins, 6.9 kJ/mol ahead of the next structure.

Entry w
ORCA calculation (ωB97M-V with the def2-TZVPD basis set) on an isolated ion of composition C2H6IN3 and charge +2.

The geometry in ORCA input format:
```
! RIJCOSX wB97M-V def2-TZVPD def2/J DEFGRID3
* xyz 2 1
C -0.0429 0.1526 -1.6398
C 0.1509 0.1428 2.6846
N 0.1732 0.7732 -2.7827
N -0.8683 -0.2363 3.3322
N 0.9036 -0.4615 -0.9647
I 0.7328 -1.3713 0.8183
H -1.0312 -0.0311 -1.1712
H -0.5454 1.2378 -3.3555
H 1.1082 0.5992 -3.1164
H -1.1149 0.4919 3.9927
H -1.3085 -1.1045 3.2173
H 1.8423 -0.1929 -1.0149
*
```

- LUMO energy (eV) = -10.2419

Entry x
ORCA calculation (ωB97M-V with the def2-TZVPD basis set) on a 2-piece molecular cluster, C2H6IN3 overall.

The geometry in ORCA input format:
```
! RIJCOSX wB97M-V def2-TZVPD def2/J DEFGRID3
* xyz 2 1
C 2.1192 0.4070 1.0513
C -1.3888 -0.1206 -1.1692
N -2.1183 -0.3902 -2.2415
N 3.2372 0.5105 1.6198
N 0.9768 0.3110 0.7771
I -2.6285 0.5738 0.5151
H -3.0842 -1.1058 0.7410
H -1.5067 -0.8407 -3.0254
H -3.1562 -0.4434 -2.3786
H 3.1680 0.5865 2.6808
H 4.1285 -0.0341 1.3503
H 0.2531 0.5460 0.0793
*
```

- LUMO energy (eV) = -9.0106

entry w wins, 28.6 kJ/mol ahead of the next structure.

Entry w
ORCA calculation (ωB97M-V with the def2-TZVPD basis set) on a 2-piece molecular cluster, C6H8Si overall.

The geometry in ORCA input format:
```
! RIJCOSX wB97M-V def2-TZVPD def2/J DEFGRID3
* xyz 0 1
C 1.6478 1.0723 2.4265
C 2.4100 -2.0677 -1.6804
C 1.3425 0.1049 1.7903
C 1.8705 -1.6561 -0.6726
C -0.3266 2.1552 -1.0789
C -1.0253 -1.6838 0.7601
Si 0.6999 -1.0141 0.5516
H 1.8310 1.9421 2.9588
H 2.9425 -2.6798 -2.3418
H -0.1489 3.1985 -1.3541
H 0.3902 1.3763 -1.1791
H -1.4054 1.9006 -0.9319
H -0.8967 -2.8360 0.7710
H -1.3608 -1.4228 1.6801
H -1.9322 -1.4194 0.0198
*
```

- LUMO energy (alpha / beta) (eV) = -0.4143 / 0.1619

Entry x
ORCA calculation (ωB97M-V with the def2-TZVPD basis set) on one molecule with the formula C6H8Si.

The geometry in ORCA input format:
```
! RIJCOSX wB97M-V def2-TZVPD def2/J DEFGRID3
* xyz 0 1
C -1.5897 -0.8174 1.1122
Si -0.3917 0.1709 -0.0004
C 1.5037 0.0940 -0.0100
C 2.4677 -0.9625 0.4714
C 2.5599 -0.7198 -0.8364
C -1.5335 0.8560 -1.3773
C -1.2990 1.7790 -0.4454
H -1.5584 -1.9364 0.8982
H -1.6469 -0.5935 2.1890
H -2.5325 -0.5172 0.8172
H 1.9202 1.1111 0.0730
H 2.7410 -1.2372 1.4742
H 3.0570 -0.8348 -1.7966
H -2.1146 0.7431 -2.3104
H -1.5833 2.8648 -0.2588
*
```

- SMILES = C[Si]1(C2C=C2)C=C1
- LUMO energy (eV) = 1.0070

entry x wins, 194.9 kJ/mol ahead of the next structure.